(1)
{"formula": "C9H31BN2O5Ta", "method": "ωB97M-V with the def2-TZVPD basis set", "symbols": ["N", "C", "Ta", "N", "O", "B", "O", "O", "H", "H", "H", "H", "H", "H", "H", "H", "H", "H", "H", "C", "C", "O", "C", "C", "H", "H", "H", "H", "H", "H", "H", "H", "H", "H", "C", "C", "O", "C", "C", "H", "H", "H", "H", "H", "H", "H", "H", "H", "H"], "positions_angstrom": [[-5.370, -2.836, 0.128], [-4.566, -2.919, -1.121], [-2.570, -1.815, -1.097], [-2.871, -1.005, 0.860], [-0.566, -1.082, -1.159], [0.216, -1.878, -0.360], [0.908, -2.984, -0.825], [0.355, -1.528, 1.002], [-4.921, -3.348, 0.874], [-5.484, -1.874, 0.412], [-4.347, -3.976, -1.301], [-5.205, -2.617, -1.957], [-3.259, -0.298, -1.964], [-2.323, -2.472, -2.833], [-1.823, -3.388, -0.394], [-2.176, -0.315, 1.133], [-3.797, -0.652, 1.074], [0.846, -3.018, -1.790], [1.166, -1.013, 1.133], [4.367, -2.993, 1.197], [3.987, -1.789, 0.355], [3.893, -0.576, 1.089], [5.069, -0.147, 1.743], [6.240, 0.110, 0.809], [3.652, -3.125, 2.011], [4.358, -3.892, 0.581], [5.364, -2.896, 1.634], [2.996, -1.954, -0.066], [4.673, -1.673, -0.492], [5.353, -0.856, 2.530], [4.794, 0.783, 2.243], [6.562, -0.797, 0.297], [7.092, 0.492, 1.375], [5.969, 0.845, 0.051], [-3.114, 5.174, -0.960], [-2.689, 4.488, 0.329], [-2.611, 3.084, 0.237], [-1.686, 2.568, -0.714], [-0.247, 2.978, -0.453], [-4.075, 4.784, -1.298], [-3.209, 6.250, -0.800], [-2.391, 5.020, -1.762], [-3.434, 4.683, 1.103], [-1.742, 4.908, 0.691], [-1.989, 2.840, -1.730], [-1.765, 1.487, -0.649], [-0.099, 4.058, -0.528], [0.407, 2.499, -1.182], [0.063, 2.664, 0.546]], "charge": -1, "energy_ev": -25282.7925, "spin_multiplicity": 1, "homo_lumo_gap_ev": 7.0}


(2)
{"formula": "C9H31N3O17S4", "method": "ωB97M-V with the def2-TZVPD basis set", "symbols": ["N", "H", "H", "H", "H", "N", "H", "H", "H", "H", "N", "H", "H", "H", "H", "C", "O", "H", "H", "H", "C", "C", "O", "S", "O", "O", "O", "H", "H", "H", "H", "C", "C", "O", "S", "O", "O", "O", "H", "H", "H", "H", "C", "C", "O", "S", "O", "O", "O", "H", "H", "H", "H", "C", "C", "O", "S", "O", "O", "O", "H", "H", "H", "H"], "positions_angstrom": [[2.473, 1.815, -2.324], [2.134, 2.446, -3.054], [3.036, 2.386, -1.707], [3.048, 1.064, -2.711], [1.755, 1.213, -1.835], [3.751, 1.136, 0.915], [4.118, 1.906, 0.355], [4.539, 0.484, 0.913], [2.911, 0.724, 0.402], [3.581, 1.433, 1.876], [3.392, -2.074, -0.289], [2.527, -1.449, -0.418], [3.116, -3.062, -0.268], [3.737, -1.798, 0.623], [3.961, -1.952, -1.124], [0.281, -0.037, -0.001], [1.577, -0.092, -0.612], [-0.348, -0.827, -0.413], [0.408, -0.191, 1.074], [0.024, 0.972, -0.333], [-0.315, -2.223, 3.920], [-1.568, -3.061, 3.652], [-1.285, -3.901, 2.543], [0.275, -3.887, 2.204], [0.651, -3.080, 1.040], [0.705, -5.241, 2.237], [0.737, -3.116, 3.553], [-0.345, -1.904, 4.962], [-0.184, -1.287, 3.369], [-2.379, -2.367, 3.424], [-1.860, -3.662, 4.510], [0.872, 3.342, 3.474], [-0.393, 2.557, 3.216], [-0.616, 2.728, 1.836], [0.215, 3.936, 1.142], [-0.716, 4.827, 0.593], [1.267, 3.353, 0.333], [0.850, 4.401, 2.519], [1.758, 2.743, 3.235], [1.002, 3.797, 4.452], [-1.195, 2.872, 3.885], [-0.234, 1.497, 3.421], [-2.161, 3.433, -1.786], [-3.318, 3.234, -0.769], [-4.402, 2.871, -1.610], [-3.904, 1.846, -2.762], [-4.778, 1.968, -3.876], [-3.552, 0.568, -2.201], [-2.619, 2.864, -3.001], [-1.183, 3.097, -1.440], [-2.117, 4.502, -1.996], [-3.521, 4.194, -0.306], [-3.212, 2.378, -0.101], [-0.648, -2.413, -3.106], [-1.937, -2.901, -2.406], [-1.977, -4.295, -2.695], [-0.920, -4.747, -3.895], [-1.623, -5.428, -4.932], [0.222, -5.331, -3.254], [-0.605, -3.178, -4.267], [0.273, -2.643, -2.551], [-0.645, -1.364, -3.401], [-2.780, -2.409, -2.888], [-1.856, -2.668, -1.347]], "charge": 2, "energy_ev": -92433.0861, "spin_multiplicity": 1, "de_lowest_ev": 0.492, "homo_lumo_gap_ev": 7.3}


(3)
{"formula": "C9H31NO7PS", "method": "ωB97M-V with the def2-TZVPD basis set", "symbols": ["C", "C", "C", "N", "C", "P", "O", "O", "S", "H", "H", "H", "H", "H", "H", "H", "H", "H", "H", "H", "C", "O", "H", "H", "H", "H", "C", "O", "H", "H", "H", "H", "C", "O", "H", "H", "H", "H", "C", "O", "H", "H", "H", "H", "C", "O", "H", "H", "H", "H"], "positions_angstrom": [[-1.191, 0.408, 0.971], [-0.937, 1.744, 1.662], [-2.165, 2.477, 2.223], [-3.077, 3.128, 1.294], [-3.910, 2.234, 0.448], [-5.179, 1.397, 1.198], [-5.897, 2.142, 2.474], [-4.572, 0.193, 2.174], [-6.498, 0.602, -0.048], [-1.571, -0.323, 1.690], [-0.259, 0.015, 0.554], [-1.910, 0.515, 0.159], [-0.272, 1.563, 2.516], [-0.397, 2.424, 0.989], [-1.787, 3.251, 2.904], [-2.740, 1.782, 2.841], [-2.527, 3.720, 0.682], [-4.373, 2.797, -0.364], [-5.832, 1.597, 3.265], [-4.288, -0.516, 1.579], [2.818, 0.495, -1.725], [1.679, 0.970, -1.025], [2.808, -0.589, -1.659], [2.793, 0.780, -2.782], [3.753, 0.853, -1.285], [1.665, 1.930, -1.067], [-2.349, -0.303, 5.246], [-1.150, 0.065, 4.585], [-3.165, 0.067, 4.628], [-2.451, -1.389, 5.336], [-2.425, 0.145, 6.242], [-0.396, -0.257, 5.085], [-4.047, 2.049, -3.042], [-5.256, 2.713, -2.738], [-3.293, 2.819, -3.208], [-3.719, 1.422, -2.209], [-4.124, 1.439, -3.951], [-5.909, 2.048, -2.490], [5.410, -2.458, -3.070], [5.289, -1.607, -1.941], [5.087, -1.884, -3.936], [6.444, -2.780, -3.220], [4.772, -3.342, -2.982], [5.574, -2.099, -1.165], [8.236, -5.458, -3.159], [8.156, -4.644, -1.998], [7.915, -4.843, -3.996], [9.257, -5.798, -3.350], [7.577, -6.328, -3.095], [8.433, -5.166, -1.240]], "charge": -1, "energy_ev": -45782.0259, "spin_multiplicity": 1, "homo_lumo_gap_ev": 3.8}


(4)
{"formula": "C9H32FN12O8PS", "method": "ωB97M-V with the def2-TZVPD basis set", "symbols": ["C", "S", "O", "O", "P", "C", "C", "F", "H", "H", "H", "H", "H", "H", "H", "H", "N", "C", "N", "O", "H", "H", "H", "H", "N", "C", "N", "O", "H", "H", "H", "H", "N", "C", "N", "O", "H", "H", "H", "H", "N", "C", "N", "O", "H", "H", "H", "H", "N", "C", "N", "O", "H", "H", "H", "H", "N", "C", "N", "O", "H", "H", "H", "H"], "positions_angstrom": [[-4.271, 0.036, -0.619], [-4.337, 0.181, -2.408], [-5.212, 1.250, -2.794], [-4.649, -1.132, -2.923], [-2.300, 0.676, -2.954], [-1.411, -0.800, -2.310], [-0.417, -0.432, -1.235], [-0.581, -1.313, -0.139], [-4.206, -1.016, -0.404], [-5.165, 0.503, -0.237], [-3.392, 0.552, -0.263], [-2.368, 0.536, -4.346], [-2.127, -1.483, -1.872], [-0.967, -1.340, -3.130], [0.594, -0.586, -1.577], [-0.539, 0.576, -0.862], [-0.699, 3.141, -5.690], [0.193, 2.135, -5.455], [1.438, 2.311, -5.983], [-0.098, 1.139, -4.809], [-0.478, 3.965, -6.214], [-1.622, 3.044, -5.306], [2.113, 1.587, -5.818], [1.707, 3.117, -6.515], [-1.605, -0.989, 2.590], [-0.921, -0.677, 3.730], [-1.678, -0.504, 4.852], [0.296, -0.562, 3.757], [-2.602, -1.078, 2.561], [-1.074, -1.143, 1.748], [-1.190, -0.309, 5.709], [-2.675, -0.599, 4.868], [2.999, -2.165, 7.710], [1.971, -1.637, 6.972], [2.343, -1.070, 5.799], [0.806, -1.676, 7.357], [3.956, -2.118, 7.411], [2.766, -2.593, 8.585], [1.610, -0.666, 5.235], [3.299, -1.039, 5.488], [4.138, -2.660, -0.915], [3.705, -1.370, -1.047], [3.894, -0.573, 0.049], [3.177, -0.961, -2.066], [4.564, -3.021, -0.083], [4.006, -3.269, -1.700], [3.575, 0.375, -0.012], [4.306, -0.895, 0.903], [-6.764, 1.700, -5.635], [-6.816, 3.034, -5.923], [-7.672, 3.377, -6.941], [-6.153, 3.867, -5.333], [-7.299, 1.010, -6.125], [-6.153, 1.406, -4.890], [-7.735, 4.349, -7.178], [-8.230, 2.715, -7.444], [7.510, -1.439, 6.363], [6.501, -0.883, 5.632], [6.880, -0.282, 4.465], [5.336, -0.913, 5.997], [8.472, -1.421, 6.085], [7.261, -1.882, 7.228], [6.159, 0.149, 3.918], [7.828, -0.237, 4.146]], "smiles": "CS(=O)(=O)PCCF.NC(N)=O.NC(N)=O.NC(N)=O.NC(N)=O.NC(N)=O.NC(N)=O", "charge": 0, "energy_ev": -66960.1946, "spin_multiplicity": 1, "homo_lumo_gap_ev": 8.9}